Record 1
{"formula": "C26H57N6O2", "method": "ωB97M-V/def2-TZVPD", "homo_ev": -9.2, "lumo_energy_ev": -2.9, "multiplicity": 1, "de_lowest_kcal_mol": 51.1, "charge": 1, "elements": ["C", "C", "C", "O", "O", "C", "C", "C", "C", "C", "C", "C", "C", "N", "C", "N", "N", "N", "C", "C", "H", "H", "H", "H", "H", "H", "H", "H", "H", "H", "H", "H", "H", "H", "H", "H", "H", "H", "H", "H", "H", "H", "H", "H", "H", "H", "H", "C", "C", "N", "C", "C", "C", "C", "H", "H", "H", "H", "H", "H", "H", "H", "H", "H", "H", "H", "H", "H", "H", "C", "C", "N", "C", "C", "C", "C", "H", "H", "H", "H", "H", "H", "H", "H", "H", "H", "H", "H", "H", "H", "H"], "coordinates": [[-9.392, -5.571, 1.254], [-8.764, -4.370, 1.217], [-7.354, -4.348, 0.781], [-6.933, -5.202, 0.014], [-6.523, -3.341, 1.242], [-6.209, -2.418, 0.199], [-5.106, -1.469, 0.641], [-4.193, -1.109, -0.528], [-3.009, -0.193, -0.153], [-3.314, 0.827, 0.943], [-4.223, 1.962, 0.461], [-3.453, 2.891, -0.483], [-3.489, 4.347, 0.016], [-3.479, 5.140, -1.219], [-3.990, 4.379, -2.214], [-4.460, 4.871, -3.381], [-3.969, 3.121, -1.838], [-4.669, 2.148, -2.551], [-6.133, 2.241, -2.474], [-6.763, 1.898, -3.826], [-10.331, -5.731, 0.736], [-8.982, -6.410, 1.803], [-9.283, -3.462, 1.501], [-7.114, -1.852, -0.040], [-5.883, -2.947, -0.697], [-5.549, -0.566, 1.058], [-4.511, -1.937, 1.424], [-3.764, -2.041, -0.892], [-4.787, -0.675, -1.338], [-2.668, 0.375, -1.021], [-2.187, -0.822, 0.179], [-2.365, 1.294, 1.217], [-3.688, 0.385, 1.860], [-5.169, 1.609, 0.054], [-4.471, 2.557, 1.339], [-2.410, 2.580, -0.544], [-2.801, 4.631, 0.804], [-4.471, 4.570, 0.455], [-3.858, 6.075, -1.168], [-5.329, 5.361, -3.477], [-3.889, 4.805, -4.205], [-4.342, 1.225, -2.309], [-6.538, 1.516, -1.764], [-6.480, 3.215, -2.143], [-6.197, 1.084, -4.271], [-6.831, 2.755, -4.487], [-7.764, 1.504, -3.666], [2.284, -2.216, 1.012], [1.785, -1.405, -0.175], [1.924, 0.027, 0.015], [1.184, 0.812, -0.950], [1.583, 0.708, -2.427], [3.268, 0.495, 0.318], [4.388, 0.158, -0.671], [1.814, -1.881, 1.938], [2.037, -3.269, 0.869], [3.366, -2.149, 1.128], [0.721, -1.628, -0.309], [2.293, -1.758, -1.085], [1.216, 1.865, -0.650], [0.127, 0.524, -0.865], [2.520, 1.223, -2.632], [0.818, 1.182, -3.049], [1.674, -0.327, -2.756], [3.550, 0.094, 1.295], [3.236, 1.577, 0.469], [4.376, -0.890, -0.972], [5.356, 0.346, -0.201], [4.346, 0.775, -1.568], [6.938, -2.533, 1.972], [8.378, -2.147, 1.669], [8.508, -0.780, 1.202], [9.807, -0.489, 0.618], [11.040, -0.570, 1.524], [7.965, 0.241, 2.080], [8.490, 0.310, 3.519], [6.294, -2.328, 1.114], [6.876, -3.600, 2.193], [6.545, -1.999, 2.838], [8.744, -2.812, 0.883], [8.995, -2.348, 2.559], [9.769, 0.502, 0.158], [9.954, -1.183, -0.216], [11.091, 0.267, 2.219], [11.944, -0.532, 0.914], [11.072, -1.499, 2.095], [6.880, 0.106, 2.124], [8.099, 1.216, 1.604], [8.518, -0.671, 3.996], [7.831, 0.941, 4.118], [9.486, 0.747, 3.574]], "forces_ev_per_angstrom": [[-0.19, 0.36, -0.07], [0.42, -0.53, 0.26], [1.04, -1.51, 0.54], [-0.42, 1.32, 0.86], [-0.77, 0.14, -0.34], [0.31, 0.19, -0.05], [0.00, 0.12, -0.10], [0.28, 0.12, 0.23], [-0.60, -0.05, 0.49], [0.38, 0.25, -0.44], [0.37, -0.09, 0.35], [0.33, 1.25, 0.71], [-1.27, 0.40, 0.34], [-0.11, 0.26, -0.15], [0.59, 0.07, 1.35], [0.12, -0.04, -0.63], [-1.14, -1.39, -0.64], [0.19, 0.62, -0.41], [-0.77, -0.66, -0.37], [-0.04, -0.19, 0.46], [-0.86, 0.38, 1.30], [0.80, -0.51, -1.26], [-0.22, 0.35, -1.25], [-0.05, 0.01, -0.14], [-0.07, -0.26, 0.00], [-0.03, 0.00, 0.19], [-0.03, -0.12, 0.10], [-0.10, -0.04, -0.35], [-0.09, -0.03, -0.10], [0.22, -0.23, -0.21], [0.19, 0.01, -0.03], [0.06, 0.00, 0.15], [-0.18, -0.18, -0.02], [0.00, -0.05, -0.21], [-0.23, 0.09, 0.02], [0.03, -0.18, -0.27], [0.68, -0.07, -0.45], [-0.07, -0.42, 0.16], [0.40, 0.22, -0.13], [-0.03, 0.18, 0.28], [-0.04, -0.27, -0.12], [0.29, 0.03, 0.08], [0.19, 0.02, 0.29], [0.36, 0.20, 0.10], [0.10, 0.08, -0.30], [0.21, -0.01, -0.21], [-0.17, 0.13, -0.01], [0.04, -0.02, -0.01], [0.11, -0.16, 0.06], [-0.20, 0.22, 0.05], [-0.21, 0.04, -0.12], [-0.07, 0.14, -0.06], [0.28, -0.08, 0.20], [0.09, 0.11, 0.02], [0.02, 0.05, 0.00], [0.01, 0.00, -0.02], [-0.01, 0.00, 0.02], [-0.02, 0.14, -0.08], [-0.03, -0.05, 0.00], [0.14, -0.02, 0.07], [0.03, -0.12, 0.02], [0.05, -0.07, 0.01], [-0.01, -0.01, 0.01], [0.02, -0.01, 0.03], [-0.06, -0.07, -0.02], [-0.15, 0.01, -0.09], [-0.02, 0.00, 0.01], [0.00, -0.02, 0.00], [-0.03, -0.07, -0.05], [-0.06, -0.02, 0.06], [-0.10, -0.06, 0.12], [0.07, 0.13, -0.21], [0.16, -0.06, -0.16], [0.06, 0.10, -0.04], [-0.26, 0.04, 0.16], [-0.01, 0.12, 0.04], [0.01, 0.05, 0.00], [0.02, 0.00, 0.01], [-0.02, 0.00, -0.02], [0.11, 0.11, -0.05], [-0.01, -0.06, 0.00], [-0.09, 0.04, 0.09], [-0.07, -0.07, 0.05], [-0.02, -0.04, 0.06], [-0.01, -0.01, -0.01], [-0.03, 0.00, 0.01], [0.02, -0.08, 0.00], [0.13, -0.06, -0.09], [0.00, -0.02, -0.03], [-0.01, 0.00, -0.01], [0.04, -0.08, 0.01]]}

=====

Record 2
{"formula": "C26H57NO17P", "method": "ωB97M-V/def2-TZVPD", "homo_ev": -12.1, "lumo_energy_ev": -2.6, "multiplicity": 1, "de_lowest_kcal_mol": 29.5, "charge": 1, "elements": ["N", "C", "C", "C", "C", "C", "P", "C", "O", "O", "H", "H", "H", "H", "H", "H", "H", "H", "H", "H", "H", "H", "H", "H", "H", "H", "H", "C", "C", "O", "C", "O", "O", "C", "H", "H", "H", "H", "H", "H", "H", "H", "C", "C", "O", "C", "O", "O", "C", "H", "H", "H", "H", "H", "H", "H", "H", "C", "C", "O", "C", "O", "O", "C", "H", "H", "H", "H", "H", "H", "H", "H", "C", "C", "O", "C", "O", "O", "C", "H", "H", "H", "H", "H", "H", "H", "H", "C", "C", "O", "C", "O", "O", "C", "H", "H", "H", "H", "H", "H", "H", "H"], "coordinates": [[2.299, -4.000, -0.297], [2.269, -2.567, -0.634], [0.890, -1.971, -0.790], [0.212, -2.126, -2.154], [0.363, -3.426, -2.938], [-0.639, -4.569, -2.658], [-1.639, -4.482, -1.191], [-3.066, -3.402, -1.245], [-3.916, -3.965, -2.215], [-5.143, -3.264, -2.033], [1.376, -4.415, -0.304], [2.867, -4.535, -0.940], [2.846, -2.378, -1.542], [2.776, -2.023, 0.161], [0.255, -2.311, 0.036], [0.996, -0.899, -0.621], [-0.853, -1.902, -2.052], [0.599, -1.328, -2.785], [1.369, -3.823, -2.836], [0.235, -3.198, -3.993], [-0.133, -5.532, -2.578], [-1.364, -4.674, -3.468], [-0.921, -4.138, -0.061], [-2.152, -5.742, -0.937], [-3.520, -3.411, -0.252], [-2.764, -2.381, -1.484], [-5.052, -2.489, -2.612], [-6.762, -1.471, 0.032], [-6.483, -0.132, -0.609], [-6.372, 0.914, 0.364], [-5.199, 0.891, 1.007], [-4.336, 0.058, 0.841], [-5.176, 1.849, 1.917], [-3.999, 1.835, 2.741], [-7.705, -1.465, 0.576], [-6.802, -2.251, -0.729], [-5.965, -1.724, 0.730], [-7.278, 0.169, -1.288], [-5.542, -0.155, -1.162], [-3.107, 1.827, 2.120], [-4.005, 0.956, 3.383], [-4.027, 2.741, 3.337], [-3.416, -4.435, -8.753], [-2.528, -3.273, -8.374], [-1.527, -3.653, -7.402], [-0.479, -4.308, -7.903], [-0.287, -4.578, -9.057], [0.330, -4.630, -6.885], [1.482, -5.395, -7.269], [-3.880, -4.868, -7.866], [-4.206, -4.088, -9.419], [-2.850, -5.208, -9.269], [-3.093, -2.489, -7.876], [-2.029, -2.848, -9.243], [2.027, -4.893, -8.065], [1.186, -6.387, -7.603], [2.097, -5.465, -6.377], [-2.551, 7.627, 3.046], [-1.573, 6.755, 2.293], [-0.487, 6.317, 3.131], [-0.762, 5.306, 3.948], [-1.796, 4.686, 3.997], [0.324, 5.051, 4.677], [0.166, 4.013, 5.651], [-2.034, 8.474, 3.497], [-3.305, 8.009, 2.359], [-3.054, 7.063, 3.831], [-1.082, 7.312, 1.498], [-2.061, 5.883, 1.861], [-0.224, 3.107, 5.193], [-0.502, 4.339, 6.446], [1.159, 3.829, 6.051], [6.830, 0.620, 5.663], [5.367, 0.457, 6.005], [4.787, 1.681, 6.491], [4.479, 2.579, 5.558], [4.606, 2.441, 4.367], [4.055, 3.683, 6.172], [3.773, 4.790, 5.306], [7.379, 1.002, 6.524], [7.252, -0.345, 5.385], [6.962, 1.307, 4.829], [5.230, -0.242, 6.827], [4.791, 0.108, 5.148], [3.085, 4.500, 4.515], [4.690, 5.183, 4.873], [3.313, 5.546, 5.935], [2.240, 2.832, 2.440], [2.737, 1.430, 2.168], [2.845, 1.159, 0.753], [3.919, 1.679, 0.157], [4.796, 2.306, 0.688], [3.847, 1.389, -1.146], [4.926, 1.923, -1.927], [1.290, 3.005, 1.934], [2.091, 2.972, 3.511], [2.959, 3.574, 2.100], [2.027, 0.686, 2.523], [3.703, 1.246, 2.636], [5.884, 1.614, -1.518], [4.875, 3.010, -1.949], [4.789, 1.520, -2.925]], "forces_ev_per_angstrom": [[-0.26, -0.05, -0.20], [0.42, -0.17, 0.02], [-0.19, 0.16, 0.21], [-0.10, 0.11, -0.05], [-0.02, -0.10, -0.24], [0.23, -0.06, -0.10], [0.15, -0.15, 0.06], [-0.11, 0.14, 0.12], [-0.06, 0.40, 0.05], [-0.19, -0.16, -0.11], [0.05, 0.03, 0.05], [0.08, 0.01, 0.08], [0.04, 0.02, -0.07], [0.06, 0.06, 0.04], [0.00, -0.12, 0.05], [-0.08, 0.06, 0.06], [-0.02, 0.19, -0.05], [0.04, 0.00, -0.10], [0.07, 0.02, 0.07], [0.07, 0.01, -0.08], [0.04, -0.09, -0.06], [-0.05, -0.02, -0.07], [0.17, 0.08, 0.23], [-0.10, -0.28, 0.07], [-0.09, 0.01, 0.05], [-0.04, 0.09, 0.02], [0.03, -0.09, -0.14], [-0.07, -0.07, 0.15], [0.04, -0.14, -0.27], [0.35, 0.16, 0.03], [-0.43, -0.47, 0.49], [0.25, 0.23, -0.20], [0.08, 0.09, -0.14], [0.10, 0.16, 0.06], [-0.04, 0.05, -0.06], [-0.13, 0.02, 0.03], [-0.03, -0.03, -0.04], [-0.05, 0.09, 0.12], [-0.05, -0.07, -0.11], [0.03, 0.01, 0.01], [-0.01, -0.02, 0.00], [-0.06, 0.02, -0.02], [0.05, -0.07, 0.07], [-0.08, 0.12, -0.07], [0.05, -0.04, 0.01], [-0.04, -0.12, 0.04], [0.00, 0.05, 0.06], [0.01, 0.00, 0.06], [0.03, 0.04, 0.01], [-0.03, 0.01, -0.01], [-0.01, 0.01, -0.01], [0.01, 0.01, -0.02], [0.00, 0.01, 0.02], [0.02, -0.03, -0.02], [0.00, 0.01, -0.02], [-0.02, 0.00, -0.03], [0.00, -0.01, 0.01], [0.06, -0.01, 0.09], [-0.07, 0.04, -0.16], [0.01, 0.01, 0.16], [0.06, -0.21, -0.22], [-0.03, 0.06, 0.05], [0.02, 0.04, 0.09], [0.06, -0.03, 0.01], [-0.01, 0.02, -0.02], [-0.01, 0.00, -0.01], [-0.01, -0.02, -0.01], [0.02, 0.00, 0.00], [-0.01, -0.02, 0.03], [-0.05, 0.00, -0.04], [-0.04, -0.01, -0.01], [0.03, 0.03, 0.03], [0.00, 0.11, 0.02], [-0.01, -0.18, -0.01], [-0.13, 0.06, -0.05], [0.49, 0.20, 0.15], [-0.13, -0.02, 0.12], [-0.13, -0.09, -0.02], [-0.10, 0.13, -0.02], [0.01, -0.02, 0.01], [0.00, -0.02, 0.00], [-0.01, -0.01, -0.01], [-0.01, 0.00, 0.01], [0.00, 0.01, -0.03], [0.07, 0.05, 0.01], [0.04, -0.08, -0.03], [0.00, -0.01, 0.04], [-0.09, -0.02, -0.15], [0.14, -0.09, 0.21], [-0.08, -0.04, -0.16], [-0.04, 0.13, 0.08], [-0.04, -0.08, -0.08], [0.03, -0.05, -0.05], [-0.03, -0.05, 0.00], [-0.06, 0.00, -0.01], [-0.02, -0.09, -0.06], [0.06, -0.01, 0.03], [-0.05, -0.02, -0.02], [-0.06, 0.12, -0.03], [0.02, 0.00, 0.01], [0.01, 0.02, 0.03], [0.00, 0.00, -0.02]]}